(1)
ORCA calculation (the ωB97M-V functional and the def2-TZVPD basis) on the ion C3H8N3O with charge +1 at a distorted geometry.

ORCA input file:
```
! RIJCOSX wB97M-V def2-TZVPD def2/J DEFGRID3
* xyz 1 1
C -1.4570 0.0673 -0.6957
C -1.3529 0.7885 0.5826
C -0.1990 -0.0954 0.1338
N 2.1037 0.1282 -0.3617
N 0.9635 0.6417 -0.1383
N 0.0740 -1.4305 0.5775
O 3.1760 0.6089 -0.6384
H -1.8849 -0.9443 -0.9056
H -1.1883 0.6164 -1.5962
H -1.2222 1.7860 0.1883
H -1.8559 0.6389 1.5302
H 0.9946 1.6787 -0.4362
H -0.5600 -2.2322 0.3973
H 0.3025 -1.3245 1.5972
H 2.1058 -0.9277 -0.2348
*
```

HOMO energy (spin up / spin down)	-14.36 / -14.36	eV
HOMO-LUMO gap (spin up / spin down)	8.821 / 8.820	eV
largest force on an atom	5.02	eV/Å
DFT total energy	-358.19619	Eh
LUMO energy (spin up / spin down)	-0.203 / -0.203	Eh

***

(2)
ORCA calculation (the ωB97M-V functional and the def2-TZVPD basis) on a structure of composition C3H8N3O at a distorted geometry.

ORCA input file:
```
! RIJCOSX wB97M-V def2-TZVPD def2/J DEFGRID3
* xyz 1 3
C 0.5741 -0.6641 -0.8212
C 0.8960 -0.2169 0.6365
C -0.4659 0.6106 -1.0719
N 0.8825 -1.2905 1.6198
N -1.7007 0.5606 -1.4651
N -0.1874 0.7617 0.8178
O 0.9500 -1.5860 -1.4828
H 1.9166 0.3337 0.5534
H 0.0402 1.4105 -1.4834
H 1.5983 -1.1863 2.2667
H 1.2191 -2.1125 1.0830
H -2.4987 -0.1323 -1.3363
H -2.2205 1.3371 -1.8779
H -0.8764 0.4240 1.5615
H -0.1272 1.7506 0.9999
*
```

HOMO energy (spin up / spin down)	-10.89 / -14.63	eV
HOMO-LUMO gap (spin up / spin down)	7.454 / 7.016	eV
largest force on an atom	7.40	eV/Å
DFT total energy	-358.15812	Eh
LUMO energy (spin up / spin down)	-0.126 / -0.280	Eh

***

(3)
ORCA calculation (the ωB97M-V functional and the def2-TZVPD basis) on a cluster of 2 separate species, C3H8N3O2 in total at a distorted geometry.

ORCA input file:
```
! RIJCOSX wB97M-V def2-TZVPD def2/J DEFGRID3
* xyz 1 1
C 2.6728 0.1998 -0.3706
C -2.4060 0.2443 0.2454
C -3.2289 -0.4790 -0.7440
N 3.3014 -0.4157 0.6369
N 1.9558 1.2078 -0.0698
N -0.2872 0.1078 1.1919
O -2.5494 1.2907 0.7971
O -1.2007 -0.4720 0.5411
H 2.8966 -0.2551 -1.3260
H -3.9268 0.1614 -1.0763
H -3.6553 -1.4006 -0.1787
H -2.5862 -0.8291 -1.6439
H 3.6930 -1.3644 0.3719
H 1.5904 1.9077 -0.8083
H 3.1075 -0.0976 1.5438
H -0.5110 1.0379 1.2886
*
```

HOMO energy (spin up / spin down)	-14.24 / -13.28	eV
HOMO-LUMO gap (spin up / spin down)	7.611 / 5.269	eV
largest force on an atom	5.02	eV/Å
DFT total energy	-433.42117	Eh
LUMO energy (spin up / spin down)	-0.244 / -0.294	Eh